DFT (ωB97M-V/def2-TZVPD) results for C4H9N3O as an isolated structure in a non-equilibrium geometry.

Each line ends with the Löwdin charge.
Cartesian coordinates (Å):
C: -0.279 -1.046 0.928  -0.079
N: 0.081 0.187 0.261  -0.027
N: -2.169 0.919 -0.310  -0.073
C: -0.421 0.668 -0.838  -0.423
C: 1.824 0.284 -0.149  -0.020
C: 2.651 -0.720 0.049  -0.013
O: -2.753 0.638 0.938  -0.155
N: -0.190 1.347 -1.846  0.130
H: -2.648 1.451 1.452  0.086
H: -2.690 0.349 -0.976  0.055
H: -0.475 1.019 -2.762  0.072
H: 2.109 1.281 -0.454  0.086
H: -1.324 -1.038 1.230  0.070
H: -0.104 -1.922 0.299  0.090
H: 0.329 -1.134 1.830  0.092
H: 2.337 -1.687 0.418  0.049
H: 3.722 -0.596 -0.069  0.060

M: 115.14 g/mol
F_max: 7.0 eV/A
Kohn-Sham gap: 8.48 eV
energy: -397.087574 a.u.
LUMO: 0.77 eV



DFT (ωB97M-V/def2-TZVPD) results for one molecule with the formula C4H9N3O in a non-equilibrium geometry.

Each line ends with the Löwdin charge.
Cartesian coordinates (Å):
C: 1.443 1.520 -0.363  0.046
C: 1.030 0.156 -0.369  -0.337
C: 1.983 -0.780 0.115  -0.349
N: 3.291 -0.398 0.660  -0.038
N: -0.265 -0.506 -0.952  0.109
C: -1.211 -0.195 -0.167  -0.178
N: -2.666 -0.523 0.020  -0.045
O: -3.479 0.467 0.515  0.005
H: 2.516 1.615 -0.176  0.005
H: 0.919 2.526 -0.214  0.080
H: 1.447 -1.214 1.057  0.158
H: 1.995 -1.562 -0.632  0.114
H: 3.514 0.446 -0.117  0.115
H: 3.188 0.366 1.403  0.088
H: -0.959 0.403 0.756  0.132
H: -2.921 -0.775 -0.862  0.071
H: -3.860 0.238 1.269  0.022

M: 115.14 g/mol
F_max: 7.2 eV/A
Kohn-Sham gap: 9.96 eV
energy: -397.101154 a.u.
LUMO: 0.86 eV



DFT (ωB97M-V/def2-TZVPD) results for one molecule with the formula C4H9N3O in a non-equilibrium geometry.

Each line ends with the Löwdin charge.
Cartesian coordinates (Å):
H: -3.312 -1.407 -1.350  0.044
N: -3.606 -0.651 -0.732  0.094
C: -2.673 -0.035 -0.167  -0.283
N: -1.317 -0.277 -0.292  0.111
C: -0.337 0.429 0.347  -0.541
O: -0.496 1.344 1.106  0.114
N: 0.927 -0.146 -0.074  -0.210
C: 1.635 -0.691 1.080  -0.079
C: 1.725 0.859 -0.769  -0.079
H: -2.899 0.787 0.503  0.124
H: -0.875 -1.010 -0.885  0.171
H: 2.559 -1.151 0.733  0.085
H: 1.874 0.078 1.823  0.091
H: 1.011 -1.452 1.546  0.091
H: 1.970 1.713 -0.127  0.091
H: 1.165 1.216 -1.633  0.091
H: 2.648 0.393 -1.109  0.085

M: 115.14 g/mol
F_max: 1.4 eV/A
Kohn-Sham gap: 10.43 eV
energy: -397.317522 a.u.
LUMO: 0.81 eV